Arrangement P

{
  "formula": "C3H11N",
  "method": "ωB97M-V/def2-TZVPD",
  "mol_weight_g_mol": 61.13,
  "homo_lumo_gap_ev": 9.570,
  "homo_energy_ha": -0.305,
  "lumo_energy_ha": 0.0462,
  "spin_multiplicity": 1,
  "elements": ["C", "H", "H", "H", "H", "C", "N", "C", "H", "H", "H", "H", "H", "H", "H"],
  "xyz": [[-1.7850, -2.6621, 6.1977], [-1.5519, -2.3657, 5.1919], [-1.1499, -2.2108, 6.9431], [-1.6731, -3.7062, 6.2266], [-2.8236, -2.5097, 6.4550], [0.9875, 1.8503, -4.2513], [1.4438, 1.5808, -2.9145], [0.5951, 0.8861, -1.9582], [1.1489, 1.0389, -4.9728], [-0.0902, 2.0023, -4.2343], [1.4301, 2.7677, -4.6359], [2.3957, 1.2641, -2.8618], [-0.3038, 0.5403, -2.4814], [0.2681, 1.5158, -1.1335], [1.1083, 0.0081, -1.5704]],
  "mulliken_charge": [-0.96, 0.23, 0.23, 0.26, 0.24, -0.79, -0.29, -0.73, 0.26, 0.31, 0.27, 0.22, 0.27, 0.21, 0.28]
}

=====

Arrangement Q

{
  "formula": "C3H11N",
  "method": "ωB97M-V/def2-TZVPD",
  "mol_weight_g_mol": 61.13,
  "homo_lumo_gap_ev": 9.562,
  "homo_energy_ha": -0.309,
  "lumo_energy_ha": 0.0419,
  "spin_multiplicity": 1,
  "elements": ["C", "H", "H", "H", "H", "C", "N", "C", "H", "H", "H", "H", "H", "H", "H"],
  "xyz": [[-1.0711, 2.3014, 1.1527], [-1.2044, 3.0953, 1.8959], [-0.7703, 1.4125, 1.6718], [-0.1617, 2.7105, 0.6737], [-1.8774, 2.4311, 0.4401], [-0.4144, -1.7639, -0.1391], [0.7639, -0.8896, 0.0133], [0.8902, -0.0253, -1.1122], [-0.5886, -2.1668, -1.1003], [-0.3640, -2.6030, 0.5700], [-1.3112, -1.2144, 0.1141], [1.5809, -1.2045, 0.3878], [1.3337, -0.5886, -2.0044], [1.6719, 0.7900, -0.8757], [-0.0844, 0.4926, -1.2744]],
  "mulliken_charge": [-1.08, 0.33, 0.25, 0.24, 0.26, -0.87, -0.24, -0.83, 0.31, 0.34, 0.25, 0.21, 0.31, 0.26, 0.25]
}

=====

arrangement P has the most favorable energy; the next structure is 0.0136 hartree above.

=====

Arrangement P

{
  "formula": "C6H8S2",
  "method": "ωB97M-V/def2-TZVPD",
  "mol_weight_g_mol": 144.26,
  "homo_lumo_gap_ev": 8.393,
  "homo_energy_ha": -0.311,
  "lumo_energy_ha": -0.0027,
  "spin_multiplicity": 1,
  "elements": ["C", "C", "C", "C", "C", "C", "H", "H", "H", "H", "H", "H", "H", "H", "S", "S"],
  "xyz": [[0.5434, 0.0128, 2.1588], [0.2937, -0.6805, 0.8239], [-0.7640, -0.2648, -0.1103], [-1.4014, -0.5043, -1.4511], [0.6317, 1.2089, -1.2334], [0.7084, -0.0616, -0.5194], [-0.1995, -0.3638, 2.8815], [1.5373, -0.1748, 2.5559], [0.4419, 1.0947, 2.0040], [0.7186, -1.6762, 0.8043], [-1.1048, 0.7111, 0.2325], [-1.0012, -1.4605, -1.8287], [-2.4791, -0.4693, -1.4806], [1.1918, -0.7912, -1.1299], [-0.7264, 0.9228, -2.3744], [1.6094, 2.4967, -1.3332]],
  "mulliken_charge": [-1.31, 0.36, -0.24, -0.67, -0.11, -0.30, 0.31, 0.35, 0.31, 0.40, 0.27, 0.31, 0.38, 0.28, -0.07, -0.26]
}

=====

Arrangement Q

{
  "formula": "C6H8S2",
  "method": "ωB97M-V/def2-TZVPD",
  "mol_weight_g_mol": 144.26,
  "homo_lumo_gap_ev": 8.551,
  "homo_energy_ha": -0.295,
  "lumo_energy_ha": 0.0195,
  "spin_multiplicity": 1,
  "elements": ["C", "C", "C", "C", "C", "C", "S", "S", "H", "H", "H", "H", "H", "H", "H", "H"],
  "xyz": [[0.9901, 0.1585, 0.8996], [1.0339, 0.5953, -0.5784], [-0.1309, -0.9770, 1.1592], [-0.4073, 0.8879, -1.0600], [-1.0275, -0.5030, -1.2633], [-1.4110, -0.3535, 0.6120], [-1.4369, 1.4866, 0.3725], [-2.5327, -0.9941, -0.5261], [2.0544, -0.2692, 1.0910], [0.8660, 1.1023, 1.4005], [1.5459, 1.5782, -0.5262], [1.6156, -0.0830, -1.1045], [0.2087, -1.8685, 0.7952], [-0.2784, -1.1571, 2.1632], [-0.5819, 1.6593, -1.7845], [-0.5080, -1.2628, -1.6504]],
  "mulliken_charge": [-0.76, -0.80, -0.85, -0.11, -0.73, 0.34, -0.23, -0.19, 0.34, 0.44, 0.24, 0.50, 0.39, 0.37, 0.53, 0.52]
}

=====

arrangement P has the most favorable energy; the next structure is 0.0357 hartree above.

=====

Arrangement P

{
  "formula": "C3H8O2S",
  "method": "ωB97M-V/def2-TZVPD",
  "mol_weight_g_mol": 108.16,
  "homo_lumo_gap_ev": 6.043,
  "homo_energy_ha": -0.011,
  "lumo_energy_ha": 0.2106,
  "spin_multiplicity": 1,
  "total_charge": -2,
  "elements": ["C", "O", "C", "C", "S", "H", "H", "H", "H", "H", "H", "H", "H", "O"],
  "xyz": [[0.0679, 0.3030, 0.3365], [-0.7239, -0.5971, 1.1527], [0.5108, -0.4609, -0.9197], [0.6136, 0.5027, -2.0959], [1.1106, -0.1359, -3.7495], [-0.6235, 1.1236, 0.1683], [1.0199, 0.5590, 0.8086], [-0.2787, -1.1537, -1.2179], [1.4208, -1.0138, -0.6970], [1.1655, 1.4146, -1.8105], [-0.3951, 0.8761, -2.3049], [-0.8810, -0.2533, 2.0344], [-1.3762, -0.2711, 3.8088], [-1.6307, -0.8932, 4.4861]],
  "mulliken_charge": [-0.41, -0.44, -0.36, -0.79, -0.74, 0.34, 0.23, 0.20, 0.30, 0.25, 0.19, 0.17, 0.17, -1.13]
}

=====

Arrangement Q

{
  "formula": "C3H8O2S",
  "method": "ωB97M-V/def2-TZVPD",
  "mol_weight_g_mol": 108.16,
  "homo_lumo_gap_ev": 5.818,
  "homo_energy_ha": 0.007,
  "lumo_energy_ha": 0.2209,
  "spin_multiplicity": 1,
  "total_charge": -2,
  "elements": ["C", "O", "C", "C", "S", "H", "H", "H", "H", "H", "H", "H", "H", "O"],
  "xyz": [[0.0745, 0.6879, -0.1663], [-1.0067, 1.1163, -0.9173], [-0.1979, -0.0460, 1.1882], [0.8564, -1.1294, 1.3918], [0.9347, -1.8590, 3.0932], [0.5125, -0.1069, -0.8092], [0.9081, 1.3932, -0.0240], [-1.2289, -0.4053, 1.2004], [-0.1625, 0.7449, 1.9400], [1.7768, -0.6048, 1.0838], [0.7843, -1.9601, 0.6947], [-1.0512, 1.1960, -2.0085], [-1.1549, 0.0133, -3.2679], [-1.0452, 0.9599, -3.3989]],
  "mulliken_charge": [-0.49, -0.61, -0.24, -0.81, -0.79, 0.19, 0.20, 0.27, 0.21, 0.25, 0.27, 0.42, 0.19, -1.07]
}

=====

Arrangement R

{
  "formula": "C3H8O2S",
  "method": "ωB97M-V/def2-TZVPD",
  "mol_weight_g_mol": 108.16,
  "homo_lumo_gap_ev": 5.940,
  "homo_energy_ha": -0.001,
  "lumo_energy_ha": 0.2176,
  "spin_multiplicity": 1,
  "total_charge": -2,
  "elements": ["C", "O", "C", "C", "S", "H", "H", "H", "H", "H", "H", "H", "H", "O"],
  "xyz": [[-0.3105, 0.8237, 0.5602], [0.4292, 1.6456, 1.4692], [0.2819, -0.4932, -0.1343], [-0.5030, -1.0061, -1.3746], [0.2453, -2.3790, -2.3820], [-0.4397, 1.5366, -0.4127], [-1.2800, 0.7461, 1.0264], [1.3358, -0.3365, -0.1695], [0.2685, -1.2964, 0.6280], [-1.4196, -1.4167, -0.9120], [-0.8783, -0.0757, -1.8315], [0.1528, 2.2130, 2.3425], [-0.6887, 2.4883, 3.9125], [-0.1524, 3.1369, 3.4334]],
  "mulliken_charge": [-0.32, -0.59, -0.49, -0.68, -0.75, 0.05, 0.26, 0.36, 0.22, 0.17, 0.29, 0.40, 0.16, -1.08]
}

=====

arrangement Q has the most favorable energy; the next structure is 0.0128 hartree above.

=====

Arrangement P

{
  "formula": "C5H16N3S",
  "method": "ωB97M-V/def2-TZVPD",
  "mol_weight_g_mol": 150.27,
  "homo_lumo_gap_ev": 10.392,
  "homo_energy_ha": -0.482,
  "lumo_energy_ha": -0.1004,
  "spin_multiplicity": 1,
  "total_charge": 1,
  "elements": ["C", "C", "C", "C", "C", "N", "N", "N", "S", "H", "H", "H", "H", "H", "H", "H", "H", "H", "H", "H", "H", "H", "H", "H", "H"],
  "xyz": [[1.9864, -1.3740, -0.0073], [0.3529, 1.4404, -1.9201], [-1.7649, -0.8861, -0.2627], [0.8629, -0.6281, -0.6811], [-0.4617, 0.2062, 1.5189], [-0.8909, 1.4599, 1.0520], [1.1221, 0.6533, -0.9814], [-0.4826, -0.8042, 0.4456], [-1.4879, -0.5504, 2.9350], [2.3191, -0.8759, 0.8996], [2.8307, -1.4085, -0.6932], [1.7124, -2.3992, 0.2245], [-0.1059, 0.7838, -2.6561], [-0.4185, 2.0285, -1.4198], [1.0249, 2.1209, -2.4402], [-1.9164, 0.0106, -0.8573], [-1.7627, -1.7545, -0.9174], [-2.5838, -0.9956, 0.4490], [0.4292, -1.1708, -1.5214], [0.5598, 0.2750, 1.9018], [-0.6125, 2.2232, 1.6536], [-1.8909, 1.5115, 0.8968], [1.6663, 1.1962, -0.3278], [-0.3103, -1.7078, 0.8915], [-0.9584, 0.1897, 3.9005]],
  "mulliken_charge": [-1.36, -0.87, -0.98, -0.02, -0.54, -0.28, -0.05, -0.12, -0.19, 0.34, 0.40, 0.41, 0.30, 0.27, 0.34, 0.40, 0.37, 0.35, 0.40, 0.52, 0.24, 0.25, 0.29, 0.36, 0.19]
}

=====

Arrangement Q

{
  "formula": "C5H16N3S",
  "method": "ωB97M-V/def2-TZVPD",
  "mol_weight_g_mol": 150.27,
  "homo_lumo_gap_ev": 8.913,
  "homo_energy_ha": -0.448,
  "lumo_energy_ha": -0.1202,
  "spin_multiplicity": 1,
  "total_charge": 1,
  "elements": ["C", "C", "C", "C", "C", "N", "N", "N", "S", "H", "H", "H", "H", "H", "H", "H", "H", "H", "H", "H", "H", "H", "H", "H", "H"],
  "xyz": [[-1.6236, 0.8385, -1.3924], [-2.8597, -1.0585, -0.4203], [-1.9947, 0.8904, 1.0289], [2.9090, 0.3496, -0.3839], [-2.1849, 0.2820, -0.1722], [1.2291, -0.0692, 1.5972], [1.5325, -1.9623, -0.3322], [3.2054, 1.4925, 0.2272], [1.0182, -0.4864, 0.0721], [-1.8469, 0.0948, -2.1978], [-1.8710, 1.8944, -1.5349], [-0.5278, 0.7581, -1.5031], [-3.8281, -0.9568, -0.8475], [-2.6835, -1.6027, 0.6074], [-2.2251, -1.6151, -1.0653], [-2.6210, 0.5551, 1.8187], [0.4497, -0.3775, 2.1288], [-1.2927, 1.7148, 1.1637], [3.5216, -0.5023, -0.0790], [2.7226, 0.4817, -1.4054], [2.0751, 0.0262, 2.1046], [1.0518, -2.6889, -0.7911], [3.3082, 1.3899, 1.3094], [2.7088, 2.3046, -0.1371], [2.3174, -2.4110, -0.0577]],
  "mulliken_charge": [-1.09, -1.27, -1.18, -0.79, 0.93, -0.33, -0.36, -0.38, 0.51, 0.37, 0.37, 0.18, 0.36, 0.31, 0.39, 0.36, 0.26, 0.34, 0.51, 0.42, 0.18, 0.22, 0.26, 0.27, 0.15]
}

=====

arrangement P has the most favorable energy; the next structure is 0.1131 hartree above.

=====

Arrangement P

{
  "formula": "CH3NS2",
  "method": "ωB97M-V/def2-TZVPD",
  "mol_weight_g_mol": 93.18,
  "homo_lumo_gap_ev": 8.292,
  "homo_energy_ha": -0.321,
  "lumo_energy_ha": -0.0165,
  "spin_multiplicity": 1,
  "elements": ["C", "N", "S", "S", "H", "H", "H"],
  "xyz": [[0.8599, 0.9789, -0.9764], [-0.9819, -1.1565, 0.9003], [2.0643, 1.6524, -0.1917], [-0.6009, -0.0344, -0.5330], [-1.7910, -0.9251, 1.4517], [-0.1925, -1.5577, 1.4566], [0.6422, 1.0425, -2.1074]],
  "mulliken_charge": [-0.09, -0.50, -0.22, 0.08, 0.24, 0.25, 0.23]
}

=====

Arrangement Q

{
  "formula": "CH3NS2",
  "method": "ωB97M-V/def2-TZVPD",
  "mol_weight_g_mol": 93.18,
  "homo_lumo_gap_ev": [6.438, 7.553],
  "homo_energy_ha": [-0.288, -0.313],
  "lumo_energy_ha": [-0.0519, -0.0350],
  "spin_multiplicity": 1,
  "elements": ["C", "N", "S", "S", "H", "H", "H"],
  "xyz": [[-0.7003, 0.3587, 0.3317], [0.2908, 1.0181, -0.1843], [-2.2397, 0.1807, 0.6301], [0.8549, -1.9614, 0.3499], [0.2291, 1.9706, -0.5463], [1.3370, 0.8857, 0.2138], [0.2282, -2.4524, -0.7949]],
  "mulliken_charge": [0.32, -0.41, -0.18, -0.43, 0.27, 0.32, 0.12]
}

=====

Arrangement R

{
  "formula": "CH3NS2",
  "method": "ωB97M-V/def2-TZVPD",
  "mol_weight_g_mol": 93.18,
  "homo_lumo_gap_ev": [8.426, 8.424],
  "homo_energy_ha": [-0.323, -0.323],
  "lumo_energy_ha": [-0.0135, -0.0136],
  "spin_multiplicity": 1,
  "elements": ["C", "N", "S", "S", "H", "H", "H"],
  "xyz": [[-0.4175, -1.1131, 0.0843], [0.0094, 0.5582, -1.0448], [0.0612, -2.4190, -0.6013], [-1.3213, -0.3803, 1.3553], [-0.8954, 1.0144, -1.0128], [0.0419, -0.0285, -1.8495], [-1.8117, -1.3761, 1.9783]],
  "mulliken_charge": [0.38, -0.66, -0.23, -0.11, 0.24, 0.25, 0.14]
}

=====

Arrangement S

{
  "formula": "CH3NS2",
  "method": "ωB97M-V/def2-TZVPD",
  "mol_weight_g_mol": 93.18,
  "homo_lumo_gap_ev": 10.310,
  "homo_energy_ha": -0.359,
  "lumo_energy_ha": 0.0194,
  "spin_multiplicity": 1,
  "elements": ["C", "N", "S", "S", "H", "H", "H"],
  "xyz": [[1.9805, -0.4637, 0.2233], [0.8137, -0.5859, 0.0214], [3.3927, 0.0762, 0.2406], [-2.5466, 0.1755, -0.1338], [0.0701, -0.5283, 0.7249], [-1.2506, -0.1117, -0.5107], [-2.4598, 1.4379, -0.5658]],
  "mulliken_charge": [0.43, -0.43, -0.37, -0.33, 0.32, 0.22, 0.16]
}

=====

arrangement S has the most favorable energy; the next structure is 0.0515 hartree above.